No. 1
# C4H33N2O14

13 unconnected molecules or ions with the total composition C4H33N2O14 at a distorted geometry (ωB97M-V with the def2-TZVPD basis set, OMol25).

## Properties
**Relative energy (zero: lowest compared OMol25 entry of this formula, charge and spin)**: 5.1744 eV
**Strongest force on any atom**: 5.5 eV/A
**Net charge**: -1
**Multiplicity**: 1

```
53
Properties=species:S:1:pos:R:3:forces:R:3
C -0.496 -0.545 -2.786 3.62 -0.77 1.35
N -0.283 0.907 -3.012 -1.69 0.74 1.26
C 0.512 1.613 -1.966 -2.04 -0.05 -2.29
O 0.220 2.831 -1.733 0.50 -0.79 -0.60
O 1.413 0.942 -1.463 0.71 0.37 0.89
C -0.458 -1.040 -1.254 1.65 0.17 -2.82
C -0.740 -2.550 -1.204 0.30 0.37 0.09
N -1.287 -0.180 -0.415 0.91 0.81 -1.28
H -1.347 -0.988 -3.317 0.33 0.46 -0.20
H 0.565 -0.974 -3.041 -2.28 0.08 -0.68
H -1.210 1.351 -3.230 1.57 -0.10 0.62
H 0.672 -0.981 -1.129 -1.65 0.18 1.00
H -1.741 -2.871 -1.463 -0.89 0.27 1.20
H -0.300 -3.096 -2.025 1.20 0.35 -0.53
H -0.235 -2.956 -0.310 -1.03 -0.19 -0.17
H -0.775 0.638 -0.044 -0.36 -0.66 -0.76
H -1.454 -0.732 0.358 -0.95 -1.19 2.38
H 3.555 2.878 -1.559 -0.89 0.73 -1.33
H 2.264 3.309 -2.437 2.45 0.06 0.62
O 3.288 3.393 -2.370 -1.66 -0.76 0.79
H -0.443 -1.804 2.757 0.00 0.10 -0.09
H 0.474 -2.439 3.723 0.38 0.05 0.12
O -0.414 -2.531 3.387 -0.62 -0.24 -0.07
H -1.689 4.302 1.524 -0.49 -1.26 0.43
H -0.262 4.763 1.673 1.08 -0.81 0.19
O -1.126 5.039 1.454 -0.86 3.61 0.09
H 3.477 -3.740 -0.851 -0.44 -2.65 -2.23
H 3.269 -2.268 -0.749 0.43 -0.59 0.37
O 3.599 -3.060 -0.265 0.02 3.35 1.77
H 2.193 -0.703 1.882 0.80 -0.26 -0.10
H 2.623 -1.912 2.931 2.35 -0.63 0.07
O 1.990 -1.383 2.521 -2.88 0.67 -0.01
H -4.546 -0.457 -1.178 0.07 0.04 0.01
H -3.005 -0.401 -1.408 -1.28 -0.99 0.07
O -3.837 -0.954 -1.599 1.23 0.96 0.09
H 0.928 -4.344 1.350 1.38 1.28 0.07
H -0.430 -4.651 1.849 -0.50 0.32 0.45
O 0.254 -4.982 1.279 -0.80 -1.52 -0.45
H -3.254 1.688 1.845 3.66 1.38 1.75
H -4.037 0.222 1.925 1.16 -1.10 0.99
O -3.918 1.111 1.682 -4.85 -0.32 -2.66
H 0.170 1.501 1.371 0.10 0.63 -0.59
H 1.376 1.273 2.323 -0.94 -0.34 -0.36
O 0.582 0.837 1.941 1.23 -0.11 0.51
H -0.934 1.398 2.689 0.15 0.30 1.30
H -0.910 2.075 4.128 0.76 0.05 0.26
O -1.463 1.791 3.416 -1.38 -0.23 -0.97
H 2.512 0.076 -2.186 0.60 -0.33 -0.56
H 3.845 0.251 -2.925 1.02 1.17 -0.49
O 3.250 -0.417 -2.661 -1.36 -1.15 0.93
H -1.584 2.993 0.219 0.17 -0.30 -0.02
H -0.145 2.948 -0.236 -0.09 -0.02 -0.15
O -0.707 2.829 0.591 0.12 -1.16 -0.28
```
Forces are in eV/Å.



No. 2
# C19H34N5O7P2RuS3Se

A molecular structure, C19H34N5O7P2RuS3Se (ωB97M-V with the def2-TZVPD basis set, OMol25).

## Properties
**Relative energy (zero: lowest compared OMol25 entry of this formula, charge and spin)**: 0.0000 eV
**Strongest force on any atom**: 0.5 eV/A
**Net charge**: +2
**Multiplicity**: 2

```
72
Properties=species:S:1:pos:R:3:forces:R:3
Ru -0.051 0.749 0.047 -0.10 0.20 -0.01
C 2.278 0.579 2.939 0.00 -0.02 0.01
C 1.264 0.154 3.977 -0.02 -0.08 -0.04
S -1.604 0.773 1.632 0.09 -0.02 -0.13
C -2.322 2.440 1.770 -0.01 0.00 0.01
C -2.082 3.288 0.543 0.00 0.01 0.00
S -0.458 3.047 -0.231 0.08 -0.07 0.03
C 0.633 3.879 0.968 0.00 -0.02 0.01
C 1.064 3.021 2.148 -0.05 0.01 0.02
S 1.729 1.484 1.467 -0.06 0.05 -0.09
H 3.028 1.218 3.410 -0.01 0.01 0.00
H 2.803 -0.288 2.539 0.01 -0.01 0.02
H 1.770 -0.325 4.817 0.00 -0.01 -0.01
H 0.670 0.984 4.353 0.02 0.01 0.01
H -3.390 2.304 1.942 0.00 0.02 0.00
H -1.923 2.916 2.667 0.00 -0.02 0.00
H -2.794 3.046 -0.246 0.00 -0.01 -0.01
H -2.184 4.354 0.750 -0.02 0.00 -0.01
H 1.503 4.178 0.388 -0.01 0.00 -0.01
H 0.116 4.778 1.301 0.01 0.00 0.03
H 1.856 3.525 2.704 0.00 0.00 0.00
H 0.235 2.799 2.818 0.03 -0.01 -0.01
C 2.089 -3.418 2.285 -0.05 0.11 -0.06
C 0.572 -3.324 2.240 -0.01 0.01 0.10
O 0.013 -4.574 2.642 0.05 -0.16 0.01
P -0.121 -2.217 3.499 0.03 0.04 -0.29
O -1.654 -2.198 3.318 -0.16 -0.14 0.49
O 0.293 -2.692 4.924 -0.05 0.06 0.06
O 0.337 -0.757 3.373 0.04 -0.05 0.12
P -0.145 -2.740 0.645 0.20 0.08 0.18
O 0.661 -3.510 -0.502 -0.06 -0.01 0.00
O -1.575 -3.141 0.720 -0.12 0.04 -0.04
O 0.283 -1.297 0.566 0.02 -0.19 -0.22
H 2.436 -3.701 3.278 0.00 0.00 0.00
H 2.545 -2.473 1.990 0.02 0.00 0.01
H 2.404 -4.185 1.580 0.01 -0.01 0.00
H -0.762 -4.781 2.097 -0.03 0.09 0.03
H -2.017 -2.649 2.521 0.13 0.07 -0.34
H 0.056 -3.601 5.170 0.00 0.00 0.00
H 0.231 -4.318 -0.814 0.00 -0.01 0.02
C -1.404 1.320 -2.684 0.03 0.05 0.03
C -2.191 0.888 -3.944 -0.01 -0.02 -0.01
N -2.946 -0.328 -3.678 0.01 0.01 0.02
C -2.006 -1.412 -3.444 0.00 0.00 0.00
C -1.006 -1.027 -2.326 0.07 -0.01 -0.03
N -1.423 0.239 -1.650 0.05 0.05 0.05
C -2.849 0.039 -1.233 0.03 -0.02 0.02
C -3.752 -0.140 -2.478 -0.01 -0.01 -0.01
H -1.862 2.204 -2.242 0.00 0.00 0.02
H -0.366 1.562 -2.908 0.00 0.00 0.00
H -1.517 0.701 -4.780 -0.01 -0.01 0.00
H -2.876 1.680 -4.246 0.00 -0.01 -0.01
H -1.471 -1.624 -4.370 -0.01 -0.02 0.00
H -2.566 -2.307 -3.172 -0.01 0.01 0.01
H -0.007 -0.874 -2.734 -0.06 0.01 0.03
H -0.962 -1.803 -1.571 0.01 0.00 -0.03
H -3.158 0.903 -0.649 0.01 0.00 0.01
H -2.868 -0.831 -0.576 -0.01 0.01 -0.01
H -4.388 0.734 -2.625 0.00 0.00 -0.01
H -4.405 -1.002 -2.347 0.00 0.00 -0.01
Se 3.069 3.854 -2.739 0.00 0.00 -0.02
N 3.999 2.501 -3.361 0.01 0.00 0.01
C 3.477 1.405 -2.842 0.01 0.00 0.00
C 3.964 0.089 -3.078 -0.02 -0.01 0.01
C 3.326 -0.923 -2.441 0.03 0.01 -0.02
C 2.210 -0.653 -1.601 -0.03 0.04 -0.02
N 1.700 0.534 -1.364 -0.08 -0.02 0.06
C 2.348 1.598 -1.964 0.02 0.02 -0.03
N 1.981 2.845 -1.771 -0.01 -0.02 0.01
H 4.809 -0.065 -3.736 0.00 0.00 0.00
H 3.635 -1.951 -2.559 0.00 0.00 0.00
H 1.715 -1.484 -1.122 -0.02 -0.02 0.02
```
Forces are in eV/Å.



No. 3
# C5H11NO

2 unconnected molecules or ions with the total composition C5H11NO at a distorted geometry (ωB97M-V with the def2-TZVPD basis set, OMol25).

## Properties
**Relative energy (zero: lowest compared OMol25 entry of this formula, charge and spin)**: 1.6691 eV
**Strongest force on any atom**: 1.1 eV/A
**Net charge**: 0
**Multiplicity**: 1

```
18
Properties=species:S:1:pos:R:3:forces:R:3
N 0.841 1.564 -0.865 0.08 0.04 0.18
C 1.073 0.269 -0.438 -0.57 0.00 -0.07
C 0.075 -0.585 -0.114 0.89 0.04 -0.62
C -1.333 -0.329 -0.344 -0.21 0.06 0.09
C -2.235 -1.269 -0.597 -0.13 -0.37 0.36
C 2.478 -0.203 -0.577 0.78 0.03 -0.39
H -0.022 1.968 -0.537 0.01 0.13 -0.15
H 1.630 2.183 -0.790 -0.03 0.12 0.03
H 0.420 -1.607 -0.007 -0.35 -0.13 0.24
H -1.716 0.683 -0.320 0.20 0.21 0.04
H -3.280 -1.022 -0.697 -0.05 -0.01 -0.17
H -1.958 -2.317 -0.604 -0.04 -0.02 -0.08
H 2.677 -0.523 -1.610 -0.19 0.13 0.14
H 3.253 0.549 -0.358 -0.41 -0.03 0.11
H 2.668 -1.063 0.046 -0.01 -0.23 0.26
H -1.303 -0.030 2.147 -0.21 -0.02 -0.01
H -1.350 1.222 3.003 -0.36 -0.33 -0.07
O -1.919 0.511 2.663 0.59 0.37 0.11
```
Forces are in eV/Å.



No. 4
# C2H6O

2 unconnected molecules or ions with the total composition C2H6O at a distorted geometry (ωB97M-V with the def2-TZVPD basis set, OMol25).

## Properties
**Relative energy (zero: lowest compared OMol25 entry of this formula, charge and spin)**: 1.4781 eV
**Strongest force on any atom**: 3.4 eV/A
**Net charge**: 0
**Multiplicity**: 1

```
9
Properties=species:S:1:pos:R:3:forces:R:3
C -1.747 -0.457 -0.115 -0.74 1.17 1.92
C -0.740 0.465 -0.087 -3.27 -1.10 -0.06
H 2.328 0.723 -0.428 0.58 -3.12 1.21
H 2.848 -0.249 0.752 0.10 0.31 0.22
H -1.573 -1.584 -0.133 -0.13 1.83 -0.23
H -2.770 -0.103 0.257 1.16 -0.79 -1.14
H 0.136 -0.104 -0.171 2.09 0.76 -0.29
H -0.953 1.577 0.053 0.76 -1.84 -0.20
O 2.471 -0.268 -0.127 -0.56 2.78 -1.43
```
Forces are in eV/Å.



No. 5
# C5H14N

2 unconnected molecules or ions with the total composition C5H14N (ωB97M-V with the def2-TZVPD basis set, OMol25).

## Properties
**Relative energy (zero: lowest compared OMol25 entry of this formula, charge and spin)**: 0.6819 eV
**Strongest force on any atom**: 0.6 eV/A
**Net charge**: +1
**Multiplicity**: 1

```
20
Properties=species:S:1:pos:R:3:forces:R:3
C -0.754 -1.614 -1.630 0.03 -0.02 0.13
N -1.225 -1.258 -0.253 -0.53 0.10 0.19
H 0.324 -1.739 -1.595 -0.04 0.00 -0.06
H -1.240 -2.529 -1.950 0.01 -0.07 0.05
H -1.032 -0.811 -2.301 0.10 0.13 -0.04
H -0.649 -0.484 0.168 0.05 -0.15 -0.24
H -1.215 -2.058 0.380 0.22 -0.03 -0.03
H -2.199 -0.940 -0.268 0.14 0.01 -0.07
C 0.866 -0.042 2.290 0.17 -0.10 -0.12
C 1.076 0.519 0.916 0.19 -0.08 0.04
C 0.291 1.425 0.341 -0.16 0.09 0.11
C 0.437 1.929 -1.060 0.10 0.11 0.05
H -0.002 0.396 2.780 -0.02 0.02 0.03
H 0.740 -1.130 2.240 -0.03 0.02 0.08
H 1.741 0.114 2.917 0.04 0.07 0.06
H 1.948 0.179 0.360 -0.06 -0.17 0.03
H -0.513 1.833 0.952 -0.10 0.08 -0.13
H 1.147 1.329 -1.627 0.03 -0.04 -0.03
H -0.527 1.917 -1.565 -0.08 0.02 -0.15
H 0.786 2.962 -1.094 -0.05 0.01 0.10
```
Forces are in eV/Å.



No. 6
# CHLiO3Rb

A molecular structure, CHLiO3Rb at a distorted geometry (ωB97M-V with the def2-TZVPD basis set, OMol25).

## Properties
**Relative energy (zero: lowest compared OMol25 entry of this formula, charge and spin)**: 0.0000 eV
**Strongest force on any atom**: 10.8 eV/A
**Net charge**: +1
**Multiplicity**: 1

```
7
Properties=species:S:1:pos:R:3:forces:R:3
O -1.004 -2.090 0.043 -7.24 -7.63 2.25
C -0.434 -0.210 -0.092 -2.41 -0.19 1.73
O 0.301 0.671 0.300 2.73 2.56 -0.38
Rb 0.665 4.189 0.095 -0.19 -0.26 0.07
Li 2.002 -0.458 -0.334 -1.00 -0.26 0.34
O 0.009 -1.432 -0.244 7.64 4.47 -2.90
H -1.540 -0.671 0.232 0.48 1.30 -1.11
```
Forces are in eV/Å.



No. 7
# CHBr4O2P

A molecular structure, CHBr4O2P at a distorted geometry (ωB97M-V with the def2-TZVPD basis set, OMol25).

## Properties
**Relative energy (zero: lowest compared OMol25 entry of this formula, charge and spin)**: 1.2908 eV
**Strongest force on any atom**: 4.4 eV/A
**Net charge**: 0
**Multiplicity**: 1

```
9
Properties=species:S:1:pos:R:3:forces:R:3
C -1.326 -0.327 0.358 1.10 -0.08 -1.02
O 2.341 -0.381 -0.703 1.27 -2.54 2.68
O 0.007 -0.166 0.534 0.52 0.09 -1.53
P 1.097 0.442 -0.996 -3.72 2.26 0.52
Br -1.760 -2.042 -0.704 0.31 0.75 0.70
Br -1.990 1.137 -0.782 -0.39 0.04 0.20
Br -2.246 -0.355 2.052 0.18 -0.09 -0.20
Br 1.694 2.411 0.006 -0.33 -0.54 -0.26
H 2.183 -0.718 0.235 1.06 0.09 -1.09
```
Forces are in eV/Å.



No. 8
# C4H7NO

C4H7NO in the gas phase at a distorted geometry (ωB97M-V with the def2-TZVPD basis set, OMol25).

## Properties
**Relative energy (zero: lowest compared OMol25 entry of this formula, charge and spin)**: 5.1277 eV
**Strongest force on any atom**: 3.1 eV/A
**Net charge**: 0
**Multiplicity**: 1

```
13
Properties=species:S:1:pos:R:3:forces:R:3
O -2.970 0.036 -1.537 -0.07 0.11 0.26
C -1.892 -0.256 -1.140 -0.97 0.46 0.27
N -1.203 -0.136 0.013 -0.37 0.09 -0.16
C 0.101 -0.689 -0.252 -0.45 -1.07 -2.88
C 0.988 0.553 1.213 1.14 1.26 1.34
C 1.241 0.330 -0.202 -0.55 -0.59 -0.04
H -0.286 -0.955 -1.403 1.55 -0.18 1.43
H -1.445 0.360 0.873 -0.17 -0.21 -0.44
H 0.311 -1.623 0.277 0.02 0.23 0.04
H 0.419 1.411 1.552 0.06 -0.14 0.00
H 1.495 -0.043 1.963 -0.12 0.04 -0.10
H 2.192 -0.146 -0.450 -0.12 0.10 0.10
H 1.036 1.171 -0.870 0.04 -0.10 0.17
```
Forces are in eV/Å.